No. 1
C3H8N2S | ωB97M-V/def2-TZVPD

Cartesian coordinates (Å):
C (0.4427, 0.1698, -1.7634)
C (-0.8921, 0.2102, -1.0322)
N (-1.0303, -0.9498, -0.1023)
C (-0.5555, -0.8245, 1.0512)
N (0.2777, 0.2658, 1.4310)
S (0.8515, 0.3270, 3.0725)
H (0.4717, 0.9641, -2.4904)
H (0.5494, -0.7857, -2.3412)
H (1.2291, 0.3175, -1.0548)
H (-1.8006, 0.0732, -1.6866)
H (-1.0350, 1.1662, -0.5591)
H (-0.7843, -1.4893, 1.8623)
H (0.3295, 0.9762, 0.6925)
H (1.9462, -0.4209, 2.9206)

Atoms 1-2, force components in eV/Å:
C -1.0 -0.8 -1.0
C -1.1 -2.1 -0.7

Computed properties:
Structure (SMILES): CC/N=C\NS
E_HOMO in Eh: -0.335
Kohn-Sham gap in eV: 9.85
E_LUMO in eV: 0.731

No. 2
C5H8NO2 | ωB97M-V/def2-TZVPD

Cartesian coordinates (Å):
C (2.4834, -0.0721, -0.9544)
C (1.4059, 0.5529, -0.5896)
C (0.2957, -0.1567, 0.2098)
O (0.4158, -1.3638, 0.5109)
C (-0.5043, 0.6969, 1.1791)
C (-1.8299, 0.2197, 0.5692)
N (-1.1542, -0.0801, -0.7096)
O (-1.3955, -1.4588, -1.1080)
H (3.2649, 0.4003, -1.6350)
H (2.4920, -1.1635, -0.8368)
H (1.2984, 1.6309, -0.5862)
H (-0.5686, 1.7682, 0.9020)
H (-0.6341, 0.5808, 2.2998)
H (-2.3238, -0.6714, 0.9878)
H (-2.5962, 0.9970, 0.3906)
H (-0.6495, -1.8804, -0.6296)

Atoms 1-2, force components in eV/Å:
C 1.9 -0.7 -2.3
C -1.5 0.6 2.1

Computed properties:
Structure (SMILES): C=C[C@@]1([O-])CCN1O
E_HOMO in Eh: -0.124
Total charge: -1
Kohn-Sham gap in eV: 7.63
E_LUMO in eV: 4.260

No. 3
C4H7NO | ωB97M-V/def2-TZVPD

Cartesian coordinates (Å):
C (-1.2102, 1.4451, 0.3277)
C (-0.1001, 0.4531, 0.5313)
O (0.2513, 0.1424, 1.6505)
C (0.5242, -0.2928, -0.6886)
C (1.4943, -1.1842, -0.0560)
N (-0.0950, -1.5825, -0.7729)
H (-1.5624, 1.7607, 1.3140)
H (-2.0300, 1.0095, -0.2514)
H (-0.8051, 2.2975, -0.2242)
H (0.6687, 0.3023, -1.5896)
H (2.0707, -0.7513, 0.7791)
H (1.9029, -2.0891, -0.4435)
H (-1.1093, -1.5107, -0.5765)

Atoms 1-2, force components in eV/Å:
C 0.1 0.0 0.0
C 0.1 0.0 0.2

Computed properties:
Structure (SMILES): CC(=O)[C@H]1CN1
E_HOMO in Eh: -0.334
Kohn-Sham gap in eV: 9.49
E_LUMO in eV: 0.413

No. 4
C7H9INPS2 | ωB97M-V/def2-TZVPD

Cartesian coordinates (Å):
C (1.2522, -0.6969, -1.7036)
C (0.0458, 0.7376, 1.0811)
C (2.4263, -0.2908, -1.0388)
C (-2.4622, 1.5307, 1.7241)
C (-0.7122, -0.3990, 1.2596)
C (2.1782, -0.1195, 0.5397)
C (-1.4743, -0.9608, -1.9997)
N (1.3170, 0.8886, 0.8392)
P (0.1968, -1.0963, -2.8566)
S (-0.8735, 2.2646, 1.2170)
S (-2.3821, -0.2949, 1.6599)
I (4.1562, 0.3966, 1.3721)
H (3.2256, -1.0334, -1.1126)
H (2.7779, 0.6751, -1.4113)
H (-2.7018, 1.8331, 2.7441)
H (-3.2447, 1.8678, 1.0458)
H (-0.3113, -1.3930, 1.2049)
H (1.9530, -1.1125, 0.9486)
H (-1.5362, 0.0121, -1.5220)
H (-2.2681, -1.0608, -2.7362)
H (-1.5626, -1.7485, -1.2551)

Atoms 1-2, force components in eV/Å:
C -1.4 -0.3 -0.9
C 1.2 1.1 -0.1

Computed properties:
E_HOMO (alpha / beta) in Eh: -0.283 / -0.294
Kohn-Sham gap (alpha / beta) in eV: 6.24 / 7.31
E_LUMO (alpha / beta) in eV: -1.460 / -0.700

No. 5
C3H4O2 | ωB97M-V/def2-TZVPD

Cartesian coordinates (Å):
O (0.6940, -0.5524, 1.8560)
C (0.3545, -0.1431, 0.7840)
C (-0.8311, 0.6039, 0.2616)
O (-0.3434, 0.5877, -1.0683)
C (0.6827, -0.3538, -0.7217)
H (-1.3412, 1.5344, 0.5352)
H (-1.3739, -0.3577, 0.5176)
H (0.4763, -1.3212, -1.1972)
H (1.6822, 0.0023, -0.9672)

Atoms 1-2, force components in eV/Å:
O 0.3 0.2 -0.7
C 0.7 0.0 0.4

Computed properties:
E_HOMO in Eh: -0.358
Kohn-Sham gap in eV: 10.54
E_LUMO in eV: 0.796

No. 6
C3H8N3S | ωB97M-V/def2-TZVPD

Cartesian coordinates (Å):
C (-0.6377, 1.0651, 0.0332)
C (0.5058, 0.1311, 0.3559)
C (1.2007, -2.1417, -0.1681)
N (0.6288, -0.9104, -0.5565)
N (-1.8734, 0.6293, 0.1194)
N (-0.4367, 2.3433, -0.4025)
S (-2.3795, -0.9757, 0.3902)
H (1.5354, 0.5416, 0.1995)
H (0.4254, -0.2848, 1.4429)
H (0.7787, -2.9921, -0.8601)
H (2.1448, -1.9909, -0.4298)
H (1.2659, -2.5585, 0.8203)
H (-2.5388, 1.3824, 0.2035)
H (0.4637, 2.8206, -0.3856)
H (-1.0831, 2.9406, -0.7622)

Atoms 1-2, force components in eV/Å:
C 1.8 2.1 -1.2
C 1.4 -0.6 2.2

Computed properties:
E_HOMO (alpha / beta) in Eh: -0.503 / -0.481
Total charge: +1
Kohn-Sham gap (alpha / beta) in eV: 9.36 / 6.30
E_LUMO (alpha / beta) in eV: -4.339 / -6.777

No. 7
C5H7LiNaO5 | ωB97M-V/def2-TZVPD

Cartesian coordinates (Å):
O (-1.8987, -0.7930, 1.2501)
C (-2.3511, -0.7543, 0.0958)
C (-1.9455, 0.1900, -0.9601)
O (-1.0104, 1.4737, -0.6444)
Li (-1.3597, 0.8162, 2.0959)
H (-2.7773, -1.7048, -0.2799)
H (-2.8136, 0.4800, -1.5677)
H (-1.3196, -0.3785, -1.6737)
H (2.3831, -2.4979, -0.0339)
C (2.2688, -1.4193, 0.1880)
C (1.2962, -0.6689, -0.6699)
Na (2.4759, 0.9752, 1.8686)
O (2.6892, -0.9656, 1.2337)
H (0.3664, -1.2586, -0.6236)
H (1.6973, -0.6760, -1.6972)
O (1.1315, 0.6519, -0.2710)
C (-0.0476, 1.2273, 0.2904)
O (0.5014, 2.2971, 1.0111)
H (0.7138, 3.0057, 0.3879)

Atoms 1-2, force components in eV/Å:
O -1.9 0.5 -1.2
C 2.5 -1.3 1.9

Computed properties:
E_HOMO in Eh: -0.355
Total charge: +1
Kohn-Sham gap in eV: 6.29
E_LUMO in eV: -3.364

no.,E_tot (hartree)
1,-626.75694
2,-400.45070
3,-286.45790
4,-1762.15062
5,-267.11223
6,-681.17107
7,-740.46694